# 1
{
  "formula": "C5H11O4Yb",
  "method": "ωB97M-V with the def2-TZVPD basis set",
  "e_above_lowest_kcal_mol": 77.4,
  "multiplicity": 2,
  "orbital_gap_ev": [3.90, 3.93],
  "e_lumo_ev": [-2.43, -2.39],
  "e_homo_ev": [-6.33, -6.33],
  "species": ["C", "O", "H", "H", "H", "O", "C", "C", "O", "C", "C", "O", "Yb", "H", "H", "H", "H", "H", "H", "H", "H"],
  "coordinates": [[2.369, -0.668, -2.990], [1.191, -0.093, -2.579], [2.198, -1.010, -4.030], [3.198, 0.059, -3.021], [2.644, -1.544, -2.376], [-1.995, -0.060, 3.348], [-2.897, -0.375, 2.390], [-1.913, -0.752, 0.765], [-1.058, 0.320, 0.681], [0.405, 0.393, -0.493], [1.456, 1.268, 0.205], [1.411, 1.242, 1.591], [-0.253, 0.895, 2.763], [-3.559, 0.476, 2.133], [-3.477, -1.298, 2.572], [-2.642, -0.788, -0.060], [-1.353, -1.698, 0.868], [-0.175, 1.055, -1.159], [0.685, -0.656, -0.277], [1.315, 2.301, -0.176], [2.449, 0.933, -0.156]],
  "mulliken_charge": [-0.635, -0.696, 0.227, 0.204, 0.197, -0.637, -0.333, -0.526, -0.381, -0.054, -0.248, -0.674, 1.427, 0.260, 0.304, 0.283, 0.310, 0.263, 0.234, 0.232, 0.242]
}

=====

# 2
{
  "formula": "C5H11OP",
  "method": "ωB97M-V with the def2-TZVPD basis set",
  "e_above_lowest_kcal_mol": 0.0,
  "multiplicity": 1,
  "orbital_gap_ev": 10.64,
  "smiles": "C[C@H]1CCC[P@@H]1=O",
  "e_lumo_ev": 0.95,
  "e_homo_ev": -9.69,
  "species": ["C", "C", "C", "C", "C", "O", "P", "H", "H", "H", "H", "H", "H", "H", "H", "H", "H", "H"],
  "coordinates": [[-0.434, 1.324, -1.187], [0.756, 0.956, -0.223], [-1.329, 0.049, -1.309], [0.208, 0.020, 0.889], [1.252, -0.744, 1.713], [-1.632, -2.083, 0.605], [-0.756, -1.175, -0.170], [-1.246, 1.995, -0.805], [-0.192, 1.623, -2.223], [1.496, 0.356, -0.775], [1.273, 1.884, 0.075], [-2.347, 0.334, -0.961], [-1.338, -0.299, -2.307], [-0.477, 0.428, 1.649], [0.659, -1.104, 2.612], [2.031, -0.019, 2.064], [1.692, -1.655, 1.207], [0.384, -1.892, -0.855]],
  "mulliken_charge": [-0.584, -0.776, -0.598, 0.114, -1.253, -0.735, 0.391, 0.249, 0.318, 0.327, 0.370, 0.309, 0.432, 0.380, 0.345, 0.320, 0.300, 0.092]
}

=====

# 3
{
  "formula": "C5H11PS",
  "method": "ωB97M-V with the def2-TZVPD basis set",
  "e_above_lowest_kcal_mol": 55.0,
  "multiplicity": 1,
  "orbital_gap_ev": 9.46,
  "e_lumo_ev": 1.02,
  "e_homo_ev": -8.44,
  "species": ["C", "C", "C", "C", "C", "P", "S", "H", "H", "H", "H", "H", "H", "H", "H", "H", "H", "H"],
  "coordinates": [[0.450, 1.585, 0.581], [-0.599, 1.515, -0.525], [0.981, 0.211, 0.922], [-1.442, -0.227, -0.369], [0.497, -2.258, -0.544], [-0.323, -1.120, 0.722], [-3.251, -0.091, 0.129], [1.199, 2.183, 0.232], [0.025, 2.109, 1.493], [-1.270, 2.283, -0.480], [-0.138, 1.339, -1.464], [1.911, -0.073, 0.597], [1.227, 0.226, 2.079], [-1.594, -0.693, -1.367], [1.555, -1.859, -0.750], [-0.243, -2.204, -1.358], [0.707, -3.223, -0.078], [-3.381, -0.191, 1.400]],
  "mulliken_charge": [-0.505, -0.779, -0.773, -0.343, -0.788, 0.020, -0.237, 0.323, 0.280, 0.441, 0.319, 0.570, 0.284, 0.303, 0.235, 0.218, 0.310, 0.121]
}